Below is C44H58N6O3PTi as an isolated structure, with properties calculated with wB97M-V/def2-TZVPD.

Results
* spin multiplicity: 3
* net charge: -1
* ΔE to the lowest compared entry with this formula, charge and spin: 111.19 kJ/mol
* HOMO energy (alpha / beta): -2.809 / -5.033 eV
* frontier orbital gap (alpha / beta): 5.33 / 7.56 eV
* expectation value of S²: 2.03

Structure (XYZ):
```
113
Properties=species:S:1:pos:R:3:mulliken_charge:R:1
Ti 12.9669 11.1331 12.4985 0.6067
C 16.4872 9.4609 14.2146 -0.5119
N 16.9281 10.4536 15.1538 0.0587
C 17.2773 10.1548 16.5667 -0.6043
C 17.6096 11.5877 17.0701 -0.7953
N 16.8456 12.4417 16.2197 0.3165
C 17.3906 13.7784 16.1925 -1.0268
C 16.4892 11.7682 15.0248 0.0622
N 15.9404 12.1890 13.9593 -0.1603
C 15.3511 13.5314 13.8595 -1.3561
C 14.2514 13.4542 12.8397 0.0175
N 12.9864 13.0022 13.4175 0.7983
C 11.9587 13.8613 13.0526 -0.2640
N 12.0476 15.2987 13.3038 -0.1669
C 12.3615 15.5528 14.6926 -0.7119
C 10.7173 15.8047 13.0554 -0.7262
C 9.7642 14.6653 13.5302 -0.7591
N 10.6520 13.4991 13.6679 0.4740
C 10.0467 12.2120 13.4406 -1.2581
H 17.3485 8.9434 13.7494 0.2840
H 15.9668 8.6840 14.7567 0.3800
H 15.8291 9.9893 13.5525 -0.2465
H 18.0942 9.4464 16.5723 0.4202
H 16.4038 9.7464 17.0724 0.2775
H 18.7012 11.7012 17.0287 0.4263
H 17.3351 11.6686 18.1134 0.3718
H 17.2964 14.1467 17.2532 0.3340
H 16.7798 14.4721 15.5483 0.3363
H 18.4448 13.7791 15.8806 0.3277
H 16.1514 14.2476 13.4927 0.4903
H 14.9235 13.8848 14.8195 0.4016
H 14.6319 12.7941 12.0249 -0.3473
H 14.1641 14.4788 12.3922 0.5259
H 12.9391 16.4783 14.7993 0.1782
H 12.9791 14.6722 15.0574 0.0585
H 11.4203 15.5729 15.3229 0.3134
H 10.6072 15.9537 11.9819 0.2667
H 10.6124 16.7726 13.5504 0.4691
H 8.9869 14.3754 12.7512 0.2993
H 9.2900 14.8186 14.4963 0.3708
H 9.2814 12.0838 14.1820 0.5523
H 10.7409 11.3801 13.5715 -0.1817
H 9.5944 12.0932 12.4703 0.4878
O 11.8678 13.8144 11.5985 -0.5280
C 12.0879 12.5475 11.0539 0.3061
C 12.0630 12.7097 9.6181 0.6933
C 12.1510 13.9939 8.9394 -0.6026
C 12.1052 14.0615 7.5558 -0.6772
C 11.9674 12.8870 6.7541 -0.8444
C 11.8802 11.6777 7.3932 -0.5266
C 11.9130 11.5547 8.7693 -0.1797
P 11.4647 10.0760 9.6735 1.6358
C 11.4592 8.8093 8.3393 0.1732
C 12.7443 8.4317 7.9247 -0.2942
C 12.9256 7.4499 6.9660 -0.4054
C 11.8216 6.7989 6.4424 -0.7082
C 10.5804 7.0393 6.9808 -0.7268
C 10.3748 8.0999 7.8837 -0.6297
C 9.6121 10.4344 9.8263 0.6359
C 8.9213 9.7736 10.7658 0.1968
C 7.5076 9.8970 10.8721 -0.9266
C 6.8838 10.6963 9.9510 -0.5950
C 7.5813 11.3607 8.9382 -0.6455
C 8.9367 11.2443 8.8904 -0.6197
H 12.2881 14.9230 9.5236 0.3299
H 12.1717 15.0385 7.0470 0.3234
H 11.9613 12.9372 5.6556 0.3538
H 11.7567 10.7454 6.8346 0.3373
H 13.5977 8.8020 8.4525 0.4516
H 13.9489 7.0902 6.6768 0.3072
H 11.9503 5.9847 5.7972 0.3736
H 9.7789 6.4223 6.6719 0.4249
H 9.4038 8.3931 8.1991 0.4812
H 9.3943 9.1399 11.4868 0.2314
H 7.0296 9.2945 11.6028 0.5535
H 5.8001 10.8167 9.9804 0.3034
H 7.0697 11.9193 8.1636 0.4151
H 9.4574 11.5942 8.0198 0.3376
C 15.4024 10.6207 10.6758 -1.1492
O 14.2294 10.3934 11.4119 0.1398
H 16.1826 10.9351 11.3426 0.2850
H 15.3034 11.4568 9.9554 0.2311
H 15.7082 9.7234 10.0791 0.2094
C 11.2140 11.9984 17.0108 -1.2172
C 12.1193 10.7681 16.7260 0.6784
C 13.5372 11.0788 16.1993 -1.3288
C 11.4208 9.6123 15.9798 0.3861
C 10.4093 8.8926 16.7105 -1.1667
C 9.8706 7.7037 16.2379 -1.1824
C 10.2894 7.1891 15.0432 -0.5622
C 11.2869 7.8319 14.3170 -0.3694
C 11.9217 7.0997 13.1466 0.5028
C 13.4410 7.2661 13.0775 -1.7891
C 11.1824 7.3124 11.8016 -1.4144
C 11.7299 9.1496 14.7020 0.3049
O 12.4914 9.7809 13.8413 0.4035
H 11.5838 12.5533 17.9030 0.3673
H 10.1663 11.7549 17.1341 0.3801
H 11.3310 12.7246 16.2123 0.0072
H 12.3330 10.3815 17.7611 0.6733
H 13.5766 11.8685 15.4701 -0.2180
H 13.9068 10.2001 15.8090 0.2936
H 14.2561 11.4124 16.9933 0.5500
H 10.1808 9.3278 17.6640 0.5196
H 9.1744 7.2078 16.8852 0.3608
H 9.9409 6.2280 14.6378 0.4103
H 11.7351 6.0331 13.3770 0.7144
H 13.8122 8.2040 12.6221 0.1330
H 13.9121 6.3989 12.5835 0.4345
H 13.8247 7.3342 14.1085 0.3675
H 11.1516 8.3424 11.4773 -0.9684
H 10.1906 6.9464 11.8953 0.5836
H 11.6911 6.8251 11.0341 0.6847
```

***

Below is a single C17H30N4O2 molecule, with properties calculated with wB97M-V/def2-TZVPD.

Results
* spin multiplicity: 1
* SMILES: CO[C@H](CNC(=O)N(C)Cc1cn2c(n1)CCCC2)C(C)(C)C
* net charge: 0
* ΔE to the lowest compared entry with this formula, charge and spin: 77.71 kJ/mol
* HOMO energy: -8.485 eV
* frontier orbital gap: 9.16 eV

Structure (XYZ):
```
53
Properties=species:S:1:pos:R:3:mulliken_charge:R:1
C 1.2139 -0.2336 2.3881 -0.8891
O 1.3294 -0.8198 1.1071 -0.2947
C 2.2057 -0.1250 0.2119 -0.0793
C 1.3516 0.3386 -0.9611 -1.4003
N 0.2895 1.2082 -0.5019 0.3755
C 0.3886 2.5583 -0.6683 0.7695
O 1.3297 3.0639 -1.2734 -0.7562
N -0.6252 3.3442 -0.1505 0.1122
C -0.4229 4.7796 -0.1458 -1.1766
C -1.8827 2.9538 0.4916 -1.0579
C -2.3964 1.5745 0.2483 0.5273
C -3.1191 1.1004 -0.8035 -0.8194
N -3.2528 -0.2519 -0.5884 0.2894
C -2.6261 -0.5321 0.5825 0.3103
N -2.1042 0.5468 1.1180 -0.8021
C -2.5313 -1.9257 1.1128 -0.1892
C -3.5582 -2.8383 0.4444 -0.8348
C -3.5449 -2.6235 -1.0679 -0.6496
C -3.9860 -1.2067 -1.4079 -0.5816
C 3.3990 -1.0222 -0.1601 2.1938
C 4.1476 -1.3856 1.1245 -1.8081
C 4.3446 -0.2527 -1.0855 -1.8460
C 2.9274 -2.3081 -0.8428 -1.8266
H 0.5030 -0.8345 2.9528 0.2644
H 2.1750 -0.2251 2.9131 0.3632
H 0.8320 0.7901 2.3270 0.2742
H 2.5980 0.7684 0.7153 0.5971
H 1.9364 0.8898 -1.6916 0.4838
H 0.9079 -0.5376 -1.4400 0.2070
H -0.3394 0.8213 0.1836 -0.0488
H 0.5366 4.9986 -0.6005 0.3828
H -1.2141 5.2819 -0.7103 0.3195
H -0.4418 5.1655 0.8788 0.3409
H -1.7999 3.0887 1.5763 0.3290
H -2.6322 3.6688 0.1409 0.4142
H -3.5165 1.5828 -1.6803 0.5342
H -1.5192 -2.2967 0.9219 0.0410
H -2.6552 -1.8958 2.1951 0.3771
H -3.3425 -3.8792 0.6852 0.3521
H -4.5587 -2.6189 0.8297 0.3239
H -2.5350 -2.7931 -1.4517 0.3081
H -4.2094 -3.3256 -1.5725 0.3591
H -5.0568 -1.0892 -1.2213 0.2961
H -3.7995 -0.9749 -2.4565 0.3902
H 3.5010 -1.9350 1.8096 0.3204
H 5.0112 -2.0124 0.8924 0.4608
H 4.5112 -0.4881 1.6313 0.3917
H 3.8981 -0.0660 -2.0626 0.3756
H 4.6224 0.7108 -0.6520 0.3964
H 5.2590 -0.8287 -1.2430 0.4420
H 2.4732 -2.1066 -1.8144 0.3676
H 3.7777 -2.9733 -1.0091 0.4682
H 2.2002 -2.8294 -0.2192 0.3017
```

***

Number 1: energy -3456.50710 Eh. Number 2: energy -1035.31835 Eh.